(1)
DFT (wB97M-V/def2-TZVPD) results for a cluster of 2 separate species, C5H9N3 in total at a distorted geometry.

XYZ file:
```
17
Properties=species:S:1:pos:R:3:nbo_charge:R:1
C -0.120 -0.629 1.639 -0.66
C -0.402 -0.752 0.225 0.02
C -1.784 -0.888 -0.395 -0.39
C -0.946 0.487 -0.609 -0.09
C 1.538 0.039 -0.495 0.22
H 0.489 0.711 1.608 0.28
H 0.649 -1.491 2.211 0.23
H -1.141 -0.425 2.182 0.22
H -2.686 -1.105 0.223 0.23
H -1.722 -1.577 -1.380 0.23
H -0.738 0.398 -1.663 0.18
H -0.322 2.548 -0.914 0.38
H 2.526 0.160 -0.687 0.20
H 1.277 -2.026 0.023 0.42
N -0.363 1.668 -0.087 -0.47
N 1.081 1.338 -0.219 -0.41
N 0.990 -1.111 -0.236 -0.60
```

Computed properties:
E ... -359.8740 Eh
Total charge ... 0
Lowest unoccupied orbital energy ... 0.7103 eV
HOMO ... -7.838 eV
Kohn-Sham gap ... 8.5 eV
Relative energy (zero: lowest compared OMol25 entry of this formula, charge and spin) ... 202.9 kcal/mol



(2)
DFT (wB97M-V/def2-TZVPD) results for a cluster of 2 separate species, C2H2F3IO in total at a distorted geometry.

XYZ file:
```
9
Properties=species:S:1:pos:R:3:nbo_charge:R:1
C 0.139 -0.366 0.240 0.03
C -1.249 1.188 1.666 0.92
O 0.263 0.304 -0.899 -0.68
F -0.463 1.755 2.603 -0.34
F -1.537 2.131 0.790 -0.34
F -2.315 0.666 2.240 -0.32
I 1.800 -0.529 1.648 0.06
H -0.319 -1.252 0.256 0.15
H 0.301 1.266 -0.779 0.51
```

Computed properties:
E ... -749.8197 Eh
Total charge ... 0
Lowest unoccupied orbital energy (spin up / spin down) ... -0.4722 / -0.4396 eV
HOMO (spin up / spin down) ... -8.672 / -9.126 eV
Kohn-Sham gap (spin up / spin down) ... 8.2 / 8.7 eV
Relative energy (zero: lowest compared OMol25 entry of this formula, charge and spin) ... 75.2 kcal/mol



(3)
DFT (wB97M-V/def2-TZVPD) results for a structure of composition C41H44F5N3O3SiTeY at a distorted geometry.

XYZ file:
```
99
Properties=species:S:1:pos:R:3:nbo_charge:R:1
Y -1.021 0.109 -0.395 1.80
C 3.473 -3.144 0.890 -0.63
C 2.190 -2.315 1.007 -0.22
N 2.221 -0.926 0.557 -0.47
C 3.116 -0.045 1.302 -0.23
C 4.604 -0.068 0.945 -0.64
C 2.332 -0.811 -0.893 -0.23
C 2.245 0.615 -1.409 -0.24
N 1.000 1.277 -1.046 -0.82
C 0.991 2.628 -1.167 0.17
C -0.055 3.356 -0.556 0.23
F -1.010 2.626 0.100 -0.31
C -0.169 4.722 -0.550 0.37
F -1.206 5.282 0.091 -0.31
C 0.770 5.522 -1.178 -0.42
C 1.799 4.855 -1.808 0.34
F 2.739 5.568 -2.465 -0.32
C 1.919 3.478 -1.822 0.25
F 2.953 2.978 -2.545 -0.33
H 3.224 -4.204 0.964 0.22
H 4.185 -2.918 1.684 0.20
H 3.971 -2.990 -0.067 0.20
H 1.854 -2.323 2.049 0.19
H 1.411 -2.809 0.427 0.21
H 2.994 -0.284 2.365 0.20
H 2.746 0.976 1.180 0.21
H 5.073 -1.026 1.153 0.20
H 5.121 0.693 1.533 0.21
H 4.770 0.167 -0.107 0.21
H 1.533 -1.423 -1.322 0.23
H 3.282 -1.224 -1.274 0.17
H 2.397 0.563 -2.495 0.19
H 3.101 1.179 -1.018 0.18
H 0.694 6.597 -1.186 0.24
O 0.151 0.545 1.823 -0.76
C -0.654 0.756 2.999 0.07
C -2.149 0.482 2.638 0.80
O -2.975 0.525 3.531 -0.66
O -2.353 0.213 1.405 -0.84
C -0.470 2.210 3.414 0.06
C 0.457 3.021 2.769 -0.24
C 0.635 4.341 3.164 -0.22
C -0.106 4.860 4.214 -0.23
C -1.030 4.051 4.863 -0.20
C -1.214 2.736 4.467 -0.23
C -0.149 -0.215 4.063 -0.05
C 1.039 0.060 4.734 -0.21
C 1.604 -0.879 5.586 -0.23
C 0.982 -2.104 5.779 -0.21
C -0.210 -2.378 5.125 -0.24
C -0.774 -1.440 4.272 -0.13
H 0.663 -0.275 1.891 0.53
H 1.031 2.623 1.944 0.23
H 1.350 4.961 2.639 0.21
H 0.028 5.889 4.520 0.20
H -1.618 4.448 5.679 0.20
H -1.946 2.109 4.956 0.25
H 1.524 1.016 4.586 0.23
H 2.529 -0.651 6.098 0.21
H 1.418 -2.837 6.445 0.21
H -0.708 -3.327 5.280 0.21
H -1.710 -1.656 3.775 0.23
C -0.483 -0.269 -3.710 -1.13
Si -0.895 -2.028 -3.215 1.84
C -2.536 -2.501 -3.983 -1.14
C 0.455 -3.115 -3.959 -1.13
N -0.909 -2.051 -1.490 -1.27
C -1.145 -3.202 -0.787 0.12
C -1.401 -4.486 -1.313 -0.27
C -1.595 -5.594 -0.502 -0.19
C -1.544 -5.498 0.883 -0.28
C -1.298 -4.252 1.449 -0.27
C -1.116 -3.183 0.612 0.38
F -0.848 -1.946 1.168 -0.35
H -0.383 -0.211 -4.797 0.24
H 0.454 0.086 -3.279 0.24
H -1.277 0.429 -3.440 0.25
H -2.542 -2.255 -5.047 0.23
H -3.329 -1.931 -3.497 0.26
H -2.771 -3.561 -3.878 0.23
H 0.498 -2.943 -5.038 0.23
H 0.291 -4.181 -3.800 0.23
H 1.432 -2.865 -3.542 0.23
H -1.452 -4.608 -2.385 0.21
H -1.792 -6.552 -0.966 0.20
H -1.698 -6.364 1.510 0.21
H -1.240 -4.100 2.518 0.22
Te -3.699 0.735 -1.313 -0.17
C -3.661 1.385 -3.332 -0.24
C -4.370 0.705 -4.322 -0.19
C -4.325 1.119 -5.646 -0.24
C -3.572 2.227 -6.010 -0.25
C -2.877 2.924 -5.032 -0.20
C -2.928 2.511 -3.708 -0.26
H -4.957 -0.163 -4.054 0.20
H -4.878 0.569 -6.398 0.20
H -3.533 2.547 -7.044 0.20
H -2.287 3.793 -5.299 0.20
H -2.382 3.066 -2.954 0.22
```

Computed properties:
E ... -3074.2028 Eh
Total charge ... -1
Lowest unoccupied orbital energy ... 2.3690 eV
HOMO ... -4.483 eV
Kohn-Sham gap ... 6.9 eV
Relative energy (zero: lowest compared OMol25 entry of this formula, charge and spin) ... 4.9 kcal/mol



(4)
DFT (wB97M-V/def2-TZVPD) results for the ion C3H9N2O with charge +1 at a distorted geometry.

XYZ file:
```
15
Properties=species:S:1:pos:R:3:nbo_charge:R:1
C 1.213 0.931 1.607 -0.41
C -0.269 -0.557 -1.812 -0.50
C -0.706 -0.212 0.517 -0.11
N 0.694 0.096 0.571 -0.62
N -1.287 -0.252 -0.838 0.36
O -2.464 -0.159 -1.182 -0.08
H 0.565 1.837 1.586 0.22
H 1.380 0.327 2.673 0.21
H 2.201 1.091 1.203 0.23
H -0.829 -0.313 -2.768 0.27
H 0.051 -1.499 -1.597 0.26
H 0.604 -0.019 -1.768 0.28
H -1.014 -1.201 0.753 0.24
H -1.309 0.571 0.945 0.26
H 1.170 -0.641 0.110 0.38
```

Computed properties:
E ... -304.0244 Eh
Total charge ... +1
Lowest unoccupied orbital energy (spin up / spin down) ... -7.1897 / -7.1890 eV
HOMO (spin up / spin down) ... -14.057 / -14.057 eV
Kohn-Sham gap (spin up / spin down) ... 6.9 / 6.9 eV
Relative energy (zero: lowest compared OMol25 entry of this formula, charge and spin) ... 141.8 kcal/mol



(5)
DFT (wB97M-V/def2-TZVPD) results for a cluster of 2 separate species, C3H7F2O2P in total at a distorted geometry.

XYZ file:
```
15
Properties=species:S:1:pos:R:3:nbo_charge:R:1
C -0.506 0.084 2.341 -0.67
C -1.373 0.885 1.295 -0.08
C 2.048 -0.548 -2.325 0.78
O 0.985 -1.019 -1.852 -0.82
O -1.462 0.580 -0.100 -0.75
F 1.651 0.017 -3.528 -0.39
F 2.842 0.440 -1.674 -0.41
P -1.219 -0.921 -0.719 1.22
H -0.472 -1.096 2.207 0.22
H 0.549 0.324 2.034 0.23
H -0.644 0.318 3.428 0.25
H -1.149 1.935 1.521 0.21
H -2.453 0.880 1.715 0.18
H 2.759 -1.371 -2.365 0.09
H -1.556 -0.508 -1.978 -0.07
```

Computed properties:
E ... -809.9499 Eh
Total charge ... 0
Lowest unoccupied orbital energy ... -2.0481 eV
HOMO ... -9.339 eV
Kohn-Sham gap ... 7.3 eV
Relative energy (zero: lowest compared OMol25 entry of this formula, charge and spin) ... 143.6 kcal/mol



(6)
DFT (wB97M-V/def2-TZVPD) results for a cluster of 2 separate species, C4H14N2O in total at a distorted geometry.

XYZ file:
```
21
Properties=species:S:1:pos:R:3:nbo_charge:R:1
C -1.540 0.350 2.220 -0.63
C -0.503 0.095 0.992 -0.03
C -0.166 1.520 0.310 -0.42
C 0.675 1.369 -0.971 -0.23
N 0.095 0.533 -2.103 -0.88
N 0.701 -0.566 1.408 -0.84
H -1.978 -0.534 2.775 0.20
H -2.455 0.730 1.855 0.21
H -1.181 0.991 3.087 0.21
H -1.030 -0.522 0.159 0.15
H -0.980 2.095 -0.039 0.22
H 0.524 1.957 1.065 0.21
H 1.719 0.974 -0.851 0.16
H 0.796 2.454 -1.152 0.20
H 0.584 0.748 -2.999 0.36
H 0.181 -0.475 -1.958 0.38
H 1.382 -0.511 0.630 0.36
H 0.401 -1.559 1.453 0.35
H 0.745 -2.957 -2.271 0.48
H -0.259 -2.856 -1.047 0.48
O 0.649 -2.539 -1.394 -0.95
```

Computed properties:
E ... -345.4994 Eh
Total charge ... 0
Lowest unoccupied orbital energy ... 0.4367 eV
HOMO ... -8.925 eV
Kohn-Sham gap ... 9.4 eV
Relative energy (zero: lowest compared OMol25 entry of this formula, charge and spin) ... 48.2 kcal/mol



(7)
DFT (wB97M-V/def2-TZVPD) results for a structure of composition C23H24IrN3O5S.

XYZ file:
```
57
Properties=species:S:1:pos:R:3:mulliken_spin:R:1
Ir 1.380 1.245 0.240 2.49
O 1.038 -1.429 -1.471 0.04
C -0.485 -2.785 -1.217 0.24
C -1.565 -3.585 -1.245 -0.06
C -2.691 -3.397 -2.071 0.22
C -3.007 -2.246 -2.785 0.01
C -2.347 -1.014 -2.840 0.11
C -1.065 -0.669 -2.443 0.15
C -0.522 0.634 -2.291 0.09
N -1.237 1.704 -2.265 0.24
C -0.549 2.895 -1.834 0.08
C -0.917 3.166 -0.376 -0.01
N -0.515 2.060 0.507 -0.01
C -1.355 1.675 1.396 -0.02
C -1.212 0.633 2.381 -0.01
C -2.267 0.518 3.307 0.00
C -2.267 -0.426 4.302 0.01
C -1.180 -1.304 4.385 0.00
C -0.139 -1.226 3.491 0.03
C -0.117 -0.264 2.459 0.04
O 0.900 -0.272 1.634 0.21
H -1.561 -4.426 -0.560 0.00
H -3.422 -4.194 -2.077 0.02
H -3.963 -2.268 -3.296 0.00
H -2.906 -0.176 -3.241 0.02
H 0.571 0.684 -2.163 -0.11
H -0.859 3.762 -2.420 0.01
H 0.547 2.808 -1.921 -0.02
H -2.001 3.285 -0.314 0.00
H -0.438 4.085 -0.029 0.02
H -2.316 2.193 1.423 0.00
H -3.101 1.206 3.221 0.00
H -3.087 -0.490 5.003 0.00
H -1.155 -2.058 5.163 0.00
H 0.704 -1.902 3.554 0.00
C 3.037 -5.004 -2.903 0.00
C 2.049 -3.956 -2.458 0.00
C 1.285 -3.321 -3.548 0.04
C 0.324 -2.403 -3.504 -0.01
N -0.123 -1.781 -2.250 0.02
C 0.898 -2.661 -0.660 -0.01
C 1.872 -3.689 -1.160 0.03
H 3.580 -4.674 -3.789 0.00
H 2.518 -5.929 -3.164 0.00
H 3.759 -5.227 -2.121 0.00
H 1.520 -3.674 -4.546 0.00
H -0.218 -2.042 -4.365 0.00
H 1.008 -2.424 0.397 0.00
H 2.460 -4.222 -0.421 0.00
C 4.698 -0.146 1.082 0.01
S 4.179 1.376 0.353 -0.02
O 5.332 2.119 -0.041 0.01
O 3.284 2.034 1.342 0.09
O 3.272 0.967 -0.769 0.05
H 5.394 0.089 1.883 0.00
H 5.189 -0.735 0.310 0.00
H 3.815 -0.652 1.469 0.00
```

Computed properties:
E ... -1933.5110 Eh
Total charge ... 0
Lowest unoccupied orbital energy (spin up / spin down) ... -0.5189 / -1.0593 eV
Multiplicity ... 5
Expectation value of S² ... 6.047
HOMO (spin up / spin down) ... -5.942 / -7.826 eV
Kohn-Sham gap (spin up / spin down) ... 5.4 / 6.8 eV
Relative energy (zero: lowest compared OMol25 entry of this formula, charge and spin) ... 128.3 kcal/mol



(8)
DFT (wB97M-V/def2-TZVPD) results for a cluster of 13 separate species, C4H36N2O12 in total at a distorted geometry.

XYZ file:
```
54
Properties=species:S:1:pos:R:3:nbo_charge:R:1
C -0.932 -1.856 3.830 -0.62
C -1.234 -1.546 2.324 -0.42
C -0.827 -2.814 1.502 -0.23
N -0.508 -2.519 0.104 -0.66
C -0.635 -3.843 -0.552 -0.06
N -0.158 -3.710 -1.940 -0.85
H 0.121 -2.055 3.948 0.21
H -1.593 -2.536 4.268 0.21
H -1.242 -1.046 4.585 0.21
H -2.325 -1.059 2.235 0.21
H -0.722 -0.584 2.070 0.22
H -1.529 -3.536 1.661 0.18
H 0.121 -3.237 1.917 0.18
H -1.183 -1.961 -0.345 0.36
H -0.095 -4.498 0.206 0.18
H -1.628 -4.225 -0.623 0.17
H -0.598 -2.903 -2.411 0.37
H 0.787 -3.674 -2.060 0.36
H -1.458 2.269 -0.654 0.49
H -0.742 3.554 -0.953 0.46
O -0.810 2.937 -0.360 -0.95
H 3.206 2.183 1.585 0.49
H 2.656 1.006 0.942 0.46
O 3.232 1.653 0.766 -0.96
H -3.196 0.935 -0.635 0.47
H -4.433 1.575 -0.621 0.47
O -3.509 1.646 -0.247 -0.93
H -0.376 -0.343 -4.140 0.47
H -1.547 -0.760 -3.475 0.44
O -1.228 -0.847 -4.379 -0.91
H 1.339 4.349 0.506 0.48
H 0.097 4.917 1.205 0.47
O 0.699 5.082 0.525 -0.94
H 1.597 -2.775 -0.085 0.49
H 2.816 -3.575 -0.427 0.47
O 2.534 -2.611 -0.282 -0.96
H -1.184 2.979 2.806 0.49
H -0.681 3.083 4.325 0.49
O -0.467 2.782 3.334 -0.96
H 1.176 3.308 2.961 0.49
H 1.918 2.872 4.145 0.46
O 2.029 3.396 3.372 -0.97
H 2.944 1.372 -1.609 0.48
H 4.340 1.352 -0.940 0.50
O 3.757 0.973 -1.658 -0.98
H -2.589 -0.830 -2.356 0.47
H -4.053 -1.394 -2.490 0.48
O -3.415 -1.074 -1.899 -0.95
H -0.628 0.953 -2.150 0.49
H -0.105 -0.195 -1.334 0.51
O -0.961 0.212 -1.518 -0.99
H 2.282 -1.106 -1.691 0.51
H 2.839 -0.245 -2.801 0.51
O 1.904 -0.426 -2.321 -1.03
```

Computed properties:
E ... -1186.2374 Eh
Total charge ... 0
Lowest unoccupied orbital energy ... 0.0889 eV
HOMO ... -9.448 eV
Kohn-Sham gap ... 9.5 eV
Relative energy (zero: lowest compared OMol25 entry of this formula, charge and spin) ... 87.1 kcal/mol